# 1
{"formula": "H36O18", "method": "ωB97M-V with the def2-TZVPD basis set", "species": ["O", "H", "H", "O", "H", "H", "O", "H", "H", "O", "H", "H", "O", "H", "H", "O", "H", "H", "O", "H", "H", "O", "H", "H", "O", "H", "H", "O", "H", "H", "O", "H", "H", "O", "H", "H", "O", "H", "H", "O", "H", "H", "O", "H", "H", "O", "H", "H", "O", "H", "H", "O", "H", "H"], "coordinates": [[0.47, 1.17, 2.61], [0.71, 1.64, 3.40], [0.60, 0.23, 2.58], [-0.50, 2.57, -4.84], [0.20, 3.06, -5.29], [-0.33, 1.65, -4.74], [-3.36, 1.07, -0.61], [-2.50, 0.67, -0.53], [-4.04, 0.41, -0.69], [-0.37, 1.29, 0.23], [-0.71, 2.17, 0.34], [0.29, 1.29, 0.99], [-3.13, -0.57, 3.61], [-4.03, -0.51, 3.93], [-2.71, -1.40, 3.88], [-1.39, -0.05, -2.33], [-1.02, -0.79, -2.96], [-2.05, 0.41, -2.85], [2.38, -0.16, 1.77], [2.26, 0.76, 1.58], [3.17, -0.55, 1.43], [-4.83, -1.65, -0.12], [-4.79, -1.05, 0.62], [-4.45, -2.50, 0.16], [3.73, -5.22, -1.60], [4.05, -4.56, -1.00], [2.95, -5.69, -1.20], [4.89, -0.12, -2.29], [5.77, -0.45, -2.39], [4.84, 0.70, -1.80], [0.11, 4.66, 2.67], [-0.73, 5.01, 2.28], [0.73, 5.38, 2.83], [-0.84, -1.57, -0.44], [-1.16, -0.69, -0.57], [0.10, -1.36, -0.19], [-0.29, -3.29, 2.30], [-0.11, -2.31, 2.39], [0.31, -3.61, 1.60], [4.46, -1.67, 0.63], [5.29, -1.34, 0.30], [4.59, -2.52, 1.06], [-3.09, -4.05, 3.01], [-2.16, -4.32, 3.21], [-2.89, -3.17, 2.66], [2.26, 1.92, -0.93], [1.31, 1.68, -0.82], [2.27, 2.89, -0.89], [1.73, 1.81, -3.38], [2.35, 2.13, -4.03], [2.33, 1.70, -2.60], [-2.74, 3.62, -0.51], [-3.63, 3.84, -0.21], [-2.94, 2.68, -0.76]], "lowdin_charge": [-0.044, 0.077, 0.038, -0.062, 0.031, -0.001, -0.033, 0.010, 0.041, -0.072, 0.040, 0.020, -0.049, 0.031, 0.023, -0.099, 0.128, 0.047, -0.051, 0.009, -0.010, -0.040, 0.017, 0.052, -0.072, 0.002, 0.066, -0.035, 0.023, 0.024, -0.079, 0.063, 0.030, -0.086, -0.053, 0.059, -0.074, 0.057, 0.052, -0.026, 0.040, 0.052, -0.083, 0.038, -0.006, -0.069, 0.042, 0.079, -0.092, 0.024, 0.002, -0.102, 0.035, -0.015], "total_energy_ev": -37438.303, "relative_energy_ev": 4.208, "spin_multiplicity": 1, "homo_ev": -10.36}

# 2
{"formula": "H36O18", "method": "ωB97M-V with the def2-TZVPD basis set", "species": ["O", "H", "H", "O", "H", "H", "O", "H", "H", "O", "H", "H", "O", "H", "H", "O", "H", "H", "O", "H", "H", "O", "H", "H", "O", "H", "H", "O", "H", "H", "O", "H", "H", "O", "H", "H", "O", "H", "H", "O", "H", "H", "O", "H", "H", "O", "H", "H", "O", "H", "H", "O", "H", "H"], "coordinates": [[-5.64, 0.86, -1.64], [-6.43, 0.34, -1.60], [-5.78, 1.80, -1.60], [4.53, 2.21, -0.80], [5.50, 2.35, -0.83], [4.53, 1.76, 0.06], [-1.74, -1.78, -0.12], [-2.70, -1.89, 0.00], [-1.58, -1.08, 0.51], [1.90, 4.93, 1.01], [1.19, 4.34, 1.40], [1.89, 4.36, 0.23], [2.62, 1.49, 2.56], [2.11, 2.22, 2.95], [2.35, 0.75, 3.10], [-5.16, -2.07, 0.89], [-5.67, -2.22, 0.08], [-5.53, -2.91, 1.23], [4.74, -0.83, -1.42], [3.85, -1.08, -1.18], [4.79, 0.10, -1.23], [2.29, 0.28, 0.01], [2.18, 0.51, 0.95], [1.40, 0.46, -0.43], [1.21, -4.52, -3.39], [1.36, -5.41, -3.06], [0.28, -4.34, -3.19], [-0.43, 1.33, -0.74], [-0.59, 1.34, 0.20], [-1.26, 1.50, -1.19], [-0.50, 0.33, 3.44], [-0.19, 0.12, 4.38], [-1.47, 0.23, 3.57], [0.70, 3.48, 2.93], [0.37, 4.29, 3.31], [0.31, 2.60, 2.98], [-2.87, -4.43, 1.50], [-3.14, -3.66, 2.00], [-1.93, -4.23, 1.40], [1.89, 3.36, -4.90], [1.53, 2.89, -4.13], [2.12, 2.54, -5.35], [2.12, 3.18, -1.84], [2.25, 2.22, -1.91], [3.00, 3.18, -1.39], [0.61, -1.60, -0.19], [1.30, -1.40, 0.46], [0.72, -2.52, -0.44], [-2.05, -1.78, 3.52], [-1.79, -2.48, 2.92], [-2.21, -2.05, 4.42], [-2.72, -2.88, -3.24], [-2.26, -3.70, -3.46], [-1.96, -2.51, -2.75]], "lowdin_charge": [-0.048, 0.023, 0.028, -0.054, 0.085, 0.059, -0.077, 0.034, 0.019, -0.093, 0.011, -0.001, -0.041, 0.015, 0.040, -0.065, 0.043, 0.054, -0.050, 0.009, -0.033, -0.097, 0.009, 0.051, -0.050, 0.032, 0.020, -0.030, 0.035, 0.058, -0.101, 0.081, 0.030, -0.047, 0.077, 0.032, -0.047, -0.002, 0.027, -0.070, 0.014, 0.026, -0.075, 0.020, 0.018, -0.077, 0.030, 0.046, -0.035, 0.026, 0.054, -0.063, 0.023, 0.030], "total_energy_ev": -37437.383, "relative_energy_ev": 5.128, "spin_multiplicity": 1, "homo_ev": -10.36}

# 3
{"formula": "H36O18", "method": "ωB97M-V with the def2-TZVPD basis set", "species": ["O", "H", "H", "O", "H", "H", "O", "H", "H", "O", "H", "H", "O", "H", "H", "O", "H", "H", "O", "H", "H", "O", "H", "H", "O", "H", "H", "O", "H", "H", "O", "H", "H", "O", "H", "H", "O", "H", "H", "O", "H", "H", "O", "H", "H", "O", "H", "H", "O", "H", "H", "O", "H", "H"], "coordinates": [[-1.45, 1.73, 1.44], [-2.01, 1.08, 1.01], [-1.60, 1.46, 2.39], [-1.29, -1.89, 2.24], [-0.87, -2.54, 1.86], [-2.24, -1.92, 1.91], [0.41, 1.89, -4.95], [0.91, 1.80, -5.84], [-0.17, 2.53, -4.98], [-5.43, -1.67, -3.44], [-5.82, -1.44, -2.69], [-4.64, -1.85, -3.21], [1.32, 3.59, 3.40], [0.46, 3.40, 3.74], [1.94, 3.63, 4.08], [0.99, -0.92, 1.37], [1.16, -0.12, 1.88], [0.29, -0.79, 0.92], [0.77, 0.90, -1.41], [1.57, 0.27, -1.10], [0.93, 0.52, -2.27], [3.13, -1.10, -3.77], [3.03, -2.05, -3.61], [2.77, -1.19, -4.58], [-2.86, 1.38, -1.76], [-2.11, 1.74, -2.15], [-3.15, 0.54, -1.79], [3.18, 1.21, 3.21], [3.16, 0.41, 3.64], [2.30, 1.49, 3.21], [0.91, -4.33, -0.51], [0.44, -3.70, 0.07], [1.76, -4.50, -0.13], [-1.31, 5.72, 2.43], [-0.64, 5.05, 2.29], [-2.15, 5.48, 2.50], [0.24, -2.08, -3.07], [0.49, -2.62, -2.32], [0.75, -1.19, -2.79], [-2.20, -3.24, -1.16], [-2.69, -3.88, -1.67], [-1.68, -2.73, -1.93], [-2.75, -4.05, 1.79], [-2.78, -4.15, 2.69], [-3.75, -4.11, 1.71], [4.19, 0.23, -0.36], [4.10, 0.76, 0.38], [4.60, -0.51, 0.07], [2.01, 3.20, -1.34], [1.72, 3.68, -0.69], [1.71, 2.29, -1.56], [0.31, 0.98, 4.81], [1.22, 1.41, 5.25], [0.80, 0.21, 4.81]], "lowdin_charge": [-0.069, 0.016, 0.060, 0.027, -0.065, 0.096, -0.019, 0.110, -0.065, 0.110, -0.023, -0.090, -0.009, 0.027, 0.012, 0.086, 0.064, -0.091, -0.051, 0.136, 0.016, -0.013, 0.062, -0.022, 0.035, 0.001, -0.024, 0.012, 0.000, -0.041, -0.041, 0.029, 0.033, 0.010, 0.022, -0.046, -0.081, -0.004, 0.074, -0.108, 0.026, 0.086, -0.028, -0.004, 0.101, 0.003, -0.013, 0.049, 0.446, 0.031, 0.080, -0.069, 0.150, -0.037], "total_energy_ev": -37422.414, "relative_energy_ev": 7.092, "total_charge": 1, "spin_multiplicity": 2, "homo_ev": [-13.51, -13.33]}

# 4
{"formula": "H36O18Rb", "method": "ωB97M-V with the def2-TZVPD basis set", "species": ["Rb", "O", "H", "H", "O", "H", "H", "O", "H", "H", "O", "H", "H", "O", "H", "H", "O", "H", "H", "O", "H", "H", "O", "H", "H", "O", "H", "H", "O", "H", "H", "O", "H", "H", "O", "H", "H", "O", "H", "H", "O", "H", "H", "O", "H", "H", "O", "H", "H", "O", "H", "H", "O", "H", "H"], "coordinates": [[-0.24, -0.08, -0.31], [3.33, -1.57, 3.03], [3.66, -1.54, 2.12], [3.37, -2.52, 3.25], [2.85, -3.99, 0.85], [2.98, -4.29, -0.06], [2.12, -3.36, 0.90], [2.46, 2.22, -2.90], [2.99, 1.77, -3.55], [2.79, 2.06, -1.99], [-1.58, -3.48, 2.37], [-2.06, -3.73, 1.55], [-2.28, -3.39, 3.04], [-4.14, -1.59, 2.80], [-4.97, -1.23, 3.14], [-3.71, -0.85, 2.33], [-1.58, 0.64, -2.88], [-1.52, 0.37, -3.79], [-2.48, 1.05, -2.82], [-0.08, 3.38, -2.77], [-0.68, 2.69, -3.09], [0.83, 3.02, -2.93], [2.50, 1.22, -0.35], [3.21, 0.74, 0.11], [2.20, 1.91, 0.29], [1.80, 2.35, 2.17], [2.01, 2.00, 3.05], [1.02, 2.92, 2.29], [4.60, -0.31, 0.75], [5.07, 0.37, 1.27], [5.29, -0.79, 0.28], [-1.19, -2.38, -1.89], [-1.68, -2.08, -2.66], [-0.32, -2.67, -2.21], [-3.49, 2.43, -2.01], [-4.43, 2.63, -2.16], [-3.30, 2.58, -1.06], [-2.06, 0.40, 2.54], [-2.57, 0.89, 3.22], [-1.37, -0.05, 3.06], [0.72, -1.79, 1.83], [-0.06, -2.35, 2.08], [1.35, -1.79, 2.58], [-1.74, 2.38, 0.21], [-1.41, 3.27, 0.04], [-2.34, 2.53, 0.95], [-0.90, 4.67, -0.63], [-0.63, 4.41, -1.55], [-0.48, 5.49, -0.35], [-2.86, -3.84, -0.14], [-2.57, -3.23, -0.83], [-3.81, -3.68, 0.02], [1.47, -1.29, -2.83], [2.27, -0.75, -2.72], [1.59, -1.77, -3.65]], "lowdin_charge": [1.031, -0.067, 0.008, 0.061, -0.055, 0.038, 0.006, -0.059, 0.052, 0.028, -0.068, 0.017, 0.046, -0.065, 0.048, 0.005, -0.126, 0.046, 0.029, -0.059, 0.036, 0.027, -0.141, 0.015, 0.035, -0.043, 0.061, 0.068, -0.038, 0.090, 0.086, -0.120, 0.057, 0.046, -0.056, 0.067, 0.030, -0.078, 0.070, 0.065, -0.176, 0.012, 0.025, -0.150, -0.024, 0.044, -0.070, 0.025, 0.069, -0.052, 0.007, 0.070, -0.072, 0.043, 0.059], "total_energy_ev": -38093.928, "relative_energy_ev": 0.000, "total_charge": 1, "spin_multiplicity": 1, "homo_ev": -13.33}

# 5
{"formula": "H37O18", "method": "ωB97M-V with the def2-TZVPD basis set", "species": ["O", "H", "H", "O", "H", "O", "H", "H", "O", "H", "H", "O", "H", "H", "O", "H", "H", "O", "H", "H", "O", "H", "H", "O", "H", "H", "O", "H", "H", "O", "H", "H", "O", "H", "H", "O", "H", "H", "O", "H", "H", "O", "H", "H", "O", "H", "H", "O", "H", "H", "O", "H", "H", "H", "H"], "coordinates": [[1.58, 5.67, 0.85], [-1.49, 1.24, 0.36], [2.43, 6.09, 0.70], [-4.82, -1.64, -1.07], [4.61, -1.20, 0.59], [1.78, 2.13, -3.10], [2.30, 1.39, -3.42], [-4.28, -0.08, -2.70], [0.98, 2.17, 4.48], [-5.08, -1.38, -0.18], [1.93, 2.00, 4.61], [1.83, 1.25, 1.26], [2.73, 1.58, 1.40], [1.39, 0.55, 2.12], [5.07, -0.56, 1.15], [5.70, -0.23, 0.50], [-4.48, 0.75, -4.08], [1.88, -0.50, -5.56], [-1.00, -0.50, -0.09], [0.94, 0.17, -1.88], [-1.38, 0.71, -3.65], [-1.06, -0.14, -3.95], [-2.38, 0.65, -3.66], [-0.20, -2.52, 2.80], [-0.84, -1.92, 3.19], [3.19, -1.37, 2.73], [-3.97, 0.62, -3.28], [1.59, -1.06, -6.29], [0.59, 1.61, 5.16], [0.66, 0.07, 3.07], [1.00, -0.84, 2.97], [0.81, 0.41, 3.98], [-0.15, 4.46, 2.37], [-0.42, 5.24, 1.86], [-0.15, 4.76, 3.28], [-2.45, 1.31, 0.32], [-0.56, -3.39, 2.60], [-2.57, 1.68, -0.57], [-1.18, -4.80, -2.67], [-0.26, -4.75, -2.89], [-1.48, -5.42, -1.99], [-2.42, -4.48, 1.78], [-2.84, -4.84, 0.99], [-2.70, -5.09, 2.48], [2.78, -1.81, 1.97], [1.65, 5.03, 1.56], [1.56, 0.84, 0.40], [0.49, 0.61, -1.15], [0.90, 2.10, -3.51], [0.46, 1.52, -1.49], [-1.06, -1.33, 0.38], [-5.09, -2.56, -1.09], [-1.00, -2.02, -0.29], [2.00, 0.40, -5.89], [2.46, -2.55, 2.52]], "lowdin_charge": [-0.070, 0.001, 0.039, -0.044, 0.032, -0.046, 0.038, 0.036, -0.022, 0.050, 0.069, 0.133, 0.131, 0.099, -0.075, 0.047, 0.072, -0.063, -0.029, 0.071, -0.095, 0.027, -0.011, -0.064, 0.044, 0.051, -0.023, 0.043, 0.065, 0.043, 0.055, 0.075, -0.066, 0.043, 0.046, -0.042, 0.034, 0.046, -0.056, 0.029, 0.030, -0.048, 0.039, 0.053, -0.058, 0.007, 0.100, -0.057, 0.041, 0.051, -0.051, 0.041, 0.042, 0.036, 0.064], "total_energy_ev": -37448.898, "relative_energy_ev": 4.534, "total_charge": 1, "spin_multiplicity": 1, "homo_ev": -12.77}

# 6
{"formula": "H38O19", "method": "ωB97M-V with the def2-TZVPD basis set", "species": ["O", "H", "H", "O", "H", "H", "O", "H", "H", "O", "H", "H", "O", "H", "H", "O", "H", "H", "O", "H", "H", "O", "H", "H", "O", "H", "H", "O", "H", "H", "O", "H", "H", "O", "H", "H", "O", "H", "H", "O", "H", "H", "O", "H", "H", "O", "H", "H", "O", "H", "H", "O", "H", "H", "O", "H", "H"], "coordinates": [[-0.98, 0.95, 3.58], [-1.44, 0.16, 3.17], [-1.68, 1.24, 4.07], [-1.38, -3.58, 0.06], [-2.04, -3.01, -0.42], [-1.61, -4.45, 0.40], [3.75, 2.30, 2.03], [3.10, 1.69, 2.50], [4.25, 1.70, 1.41], [1.03, -2.98, -2.47], [0.18, -3.13, -1.89], [0.91, -3.85, -2.82], [2.12, 1.27, 3.80], [1.49, 1.99, 3.63], [2.52, 1.11, 4.62], [-0.65, -3.87, 2.59], [-0.60, -3.10, 2.11], [-1.56, -4.00, 2.80], [1.90, -1.38, 0.05], [2.33, -2.01, -0.56], [1.51, -2.04, 0.63], [2.09, 0.65, -2.14], [2.25, 0.74, -1.16], [2.01, 1.52, -2.49], [-0.05, -0.71, -1.43], [0.54, -0.98, -2.02], [0.33, -0.28, -0.64], [-0.27, 3.06, -1.59], [-1.16, 2.61, -1.73], [-0.45, 3.17, -0.70], [-3.03, 4.24, 1.44], [-2.95, 4.25, 0.41], [-2.41, 3.60, 1.66], [-0.46, 3.34, 1.12], [-0.01, 4.22, 1.33], [0.24, 2.78, 0.90], [-1.83, 1.17, -2.55], [-2.39, 0.53, -2.19], [-1.03, 1.06, -3.08], [-3.98, 1.20, -0.28], [-3.03, 1.49, -0.51], [-4.49, 2.00, -0.67], [-3.50, -2.54, -0.96], [-4.41, -1.99, -0.86], [-2.99, -2.20, -1.70], [-2.00, -0.57, -0.22], [-1.66, -1.27, 0.26], [-2.08, 0.27, 0.15], [-0.29, 0.27, -5.00], [-0.84, 0.71, -4.39], [0.42, -0.33, -4.54], [3.29, -2.18, 1.76], [3.38, -2.63, 2.60], [4.13, -1.86, 1.61], [4.76, -0.30, -0.23], [3.93, -0.61, -0.70], [4.79, 0.55, -0.74]], "lowdin_charge": [-0.028, 0.079, -0.024, -0.078, -0.009, 0.050, -0.127, -0.012, 0.023, -0.077, 0.086, 0.024, -0.027, 0.060, 0.048, -0.011, -0.040, 0.026, -0.088, 0.068, 0.048, -0.041, 0.051, 0.024, -0.067, -0.087, 0.049, -0.054, 0.034, -0.090, -0.075, 0.086, -0.054, -0.050, 0.131, 0.019, -0.040, 0.013, 0.029, -0.105, 0.031, 0.104, -0.098, 0.164, 0.036, -0.033, -0.006, 0.002, -0.060, -0.045, 0.108, -0.018, 0.055, -0.011, -0.085, 0.030, 0.059], "total_energy_ev": -39514.227, "relative_energy_ev": 8.672, "spin_multiplicity": 1, "homo_ev": -9.86}

> Which formula does entry 6 have?

H38O19